(1)
78
Properties=species:S:1:pos:R:3:forces:R:3:mulliken_charge:R:1 method="wB97M-V/def2-TZVPD" smiles=CC(C)O.CC(C)O.CC(C)O.CC(C)O.CO.CO.CO.O.O.O.O e_tot_ha=-1430.18215 orbital_gap_ev=9.85
C -5.15284 -1.60572 -6.92150 0.188 -0.613 0.595 -1.18
C -5.14927 -2.74181 -5.83039 0.444 2.116 -0.063 0.30
C -4.22686 -2.48628 -4.64212 0.791 -0.101 -0.828 -1.16
O -6.42042 -2.82429 -5.24955 -1.461 -1.141 -0.451 -0.56
H -4.16607 -1.49024 -7.36989 0.012 0.022 -0.039 0.34
H -5.45417 -0.64667 -6.50018 0.218 0.062 0.405 0.31
H -5.88927 -1.76541 -7.70908 0.090 -0.508 -0.008 0.32
H -4.83865 -3.67847 -6.29330 -0.643 -0.206 0.027 0.30
H -3.18583 -2.64208 -4.92510 0.173 0.032 0.112 0.35
H -4.50122 -3.21477 -3.87914 0.123 0.216 0.125 0.32
H -4.31572 -1.45864 -4.28977 -0.161 -0.025 0.198 0.31
H -6.66594 -1.98986 -4.84331 0.230 0.151 -0.067 0.35
C -3.62377 -1.14646 6.73235 1.908 -0.180 -0.289 -1.25
C -4.63895 -1.87458 7.59000 -0.271 1.295 -0.015 0.48
C -4.27146 -1.92147 9.04955 0.807 -0.261 0.193 -1.34
O -5.86746 -1.16006 7.43962 -0.597 -0.585 -0.168 -0.54
H -3.28730 -0.15444 7.03367 -0.877 0.362 0.712 0.32
H -3.83263 -1.01230 5.67099 -0.531 -0.503 0.074 0.31
H -2.64772 -1.62736 6.79690 0.088 -0.651 -0.225 0.37
H -4.75865 -2.91632 7.29245 -0.396 0.193 -0.556 0.26
H -5.10025 -2.24779 9.67782 -0.057 0.085 -0.139 0.34
H -3.88096 -0.96242 9.38989 -0.140 0.134 0.133 0.35
H -3.46635 -2.64734 9.16359 0.121 -0.017 0.225 0.38
H -5.80777 -0.39410 8.01524 -0.064 0.128 0.027 0.33
C 4.31692 4.58897 -2.91641 0.335 -0.244 -0.442 -1.40
C 3.25120 5.69688 -2.79083 2.516 -1.156 -0.173 0.52
C 2.67835 5.99374 -4.13840 -0.472 1.176 0.668 -1.18
O 2.25369 5.28376 -1.96426 -2.191 -1.034 1.433 -0.55
H 4.81228 4.29878 -1.98985 -0.121 0.297 0.317 0.40
H 5.11357 4.85630 -3.61065 0.051 0.279 -0.020 0.34
H 3.89910 3.66852 -3.32420 -0.376 0.009 -0.028 0.34
H 3.74199 6.51436 -2.26268 0.183 0.785 -0.697 0.21
H 2.41513 5.08431 -4.67854 0.465 0.130 -0.216 0.33
H 3.36243 6.70761 -4.59722 -0.146 -0.402 -0.749 0.34
H 1.74117 6.51460 -3.94223 -0.096 0.197 -0.251 0.32
H 2.65382 4.85423 -1.20465 -0.149 -0.042 0.172 0.30
C 7.96999 -2.78611 -1.14791 0.023 0.275 -1.452 -1.24
C 7.75544 -1.46918 -0.40840 0.200 -1.206 -0.777 0.66
C 6.36703 -1.20380 0.05264 -1.201 -0.182 0.934 -1.35
O 8.62384 -1.59085 0.69489 0.039 1.023 1.109 -0.54
H 7.78183 -3.67944 -0.55236 -0.357 0.256 0.113 0.32
H 9.00235 -2.86865 -1.48781 0.384 0.152 0.322 0.37
H 7.46676 -2.82506 -2.11401 -0.623 -0.150 0.125 0.34
H 7.93644 -0.58780 -1.02360 0.926 -0.079 -0.367 0.13
H 6.02143 -1.94661 0.77161 0.150 0.019 0.290 0.33
H 5.59189 -1.21083 -0.71366 0.413 -0.052 -0.495 0.35
H 6.31356 -0.20894 0.49476 0.032 -0.068 0.274 0.31
H 9.51550 -1.74870 0.37610 0.002 0.016 -0.077 0.32
C -7.83081 -1.76442 1.80834 -0.812 1.654 -0.394 -0.50
O -8.05208 -2.30500 3.06908 0.062 -1.457 0.712 -0.50
H -8.43233 -2.32248 1.09081 0.278 -0.230 0.082 0.22
H -8.25060 -0.75849 1.80929 -0.158 0.333 -0.291 0.24
H -6.82035 -1.61067 1.42963 0.403 -0.685 0.360 0.24
H -7.65109 -1.86314 3.82112 0.237 0.389 -0.445 0.29
C 3.11062 -1.37982 -4.97738 0.831 -1.419 0.567 -0.55
O 1.88910 -0.71505 -5.02277 -0.053 0.834 0.001 -0.48
H 3.03014 -2.18607 -4.24829 -0.061 -0.734 -0.270 0.25
H 3.37932 -1.77471 -5.95716 -0.214 0.046 0.063 0.25
H 3.98420 -0.87315 -4.56721 -0.058 1.038 -0.331 0.23
H 1.75831 -0.40848 -4.12248 -0.461 0.245 0.006 0.29
C -0.77927 -0.40046 0.06473 -0.003 0.175 -0.722 -0.48
O 0.40849 0.21477 -0.45223 -0.466 -0.227 0.345 -0.47
H -1.07389 -1.14615 -0.67367 0.220 -0.297 0.268 0.20
H -0.65035 -0.82928 1.05851 0.145 -0.176 -0.085 0.23
H -1.63415 0.27529 0.08991 0.066 0.422 0.160 0.22
H 0.76758 0.78347 0.23278 0.095 0.117 0.047 0.29
O 5.36464 4.66033 3.02370 0.005 0.232 -0.024 -0.63
H 4.70717 3.97092 2.93056 -0.300 -0.186 -0.046 0.32
H 6.17068 4.19472 3.24672 0.229 -0.074 0.053 0.32
O 2.00624 2.33358 2.81398 0.139 0.077 -0.269 -0.65
H 2.20472 1.64561 3.44922 0.096 -0.308 0.161 0.33
H 1.19721 2.73123 3.13579 -0.199 0.175 0.067 0.32
O 2.42438 -1.57895 4.73595 -0.110 0.228 -0.155 -0.63
H 2.30187 -1.50318 5.68224 -0.049 0.027 0.249 0.32
H 2.95906 -2.36516 4.62537 0.150 -0.198 -0.099 0.32
O -5.65148 2.46770 -0.50727 -0.194 -0.073 -0.086 -0.63
H -4.85315 2.78580 -0.92885 0.189 0.093 -0.163 0.32
H -5.42073 2.39367 0.41873 0.009 -0.024 0.246 0.31

***

(2)
20
Properties=species:S:1:pos:R:3:forces:R:3:nbo_charge:R:1 method="wB97M-V/def2-TZVPD" spin_multiplicity=3 e_tot_ha=-2891.82217 orbital_gap_ev="9.44 / 6.55"
C 4.50063 0.00187 1.26525 0.469 -1.117 2.915 0.07
C 5.49270 0.75002 -0.66717 0.037 0.871 0.238 0.25
C 3.31492 0.64819 1.00442 -1.090 1.562 -2.831 0.01
C 3.39683 1.28589 -0.27725 0.487 -0.684 -1.903 0.35
C 1.34130 1.27960 0.33673 0.258 -0.416 0.151 0.50
C -3.08835 -0.77998 0.66194 0.714 -1.420 -3.370 -0.64
C -2.50914 -0.02911 -0.48435 -0.541 3.239 -1.507 -0.49
N 5.56275 0.18145 0.52173 1.237 -0.792 -1.042 -0.47
N 4.39386 1.34209 -1.13827 0.862 -0.393 0.053 -0.46
N 1.94151 0.77275 1.31551 -0.057 -0.816 1.466 -0.49
N 2.12778 1.58090 -0.73108 -0.936 0.411 1.342 -0.61
Se -2.32980 1.97899 0.16279 -0.184 -1.374 -0.725 0.06
H 4.78011 -0.70094 2.09742 -1.217 0.899 -0.404 0.21
H 6.42377 0.72296 -1.24951 -0.623 0.256 0.016 0.19
H -4.07876 -0.62174 0.72783 -3.508 1.160 0.592 0.21
H -3.08198 -1.81967 0.43067 0.514 -1.215 -0.110 0.21
H -2.62016 -0.62533 1.54556 1.544 0.612 2.638 0.22
H -2.99612 0.06206 -1.55441 0.242 -0.417 2.466 0.23
H -1.50250 -0.22706 -0.71821 1.286 -0.592 0.021 0.20
H 1.78231 1.80590 -1.64883 0.509 0.227 -0.007 0.44

***

(3)
9
Properties=species:S:1:pos:R:3:forces:R:3:nbo_charge:R:1 method="wB97M-V/def2-TZVPD" smiles="O=C1CN=CO1" e_tot_ha=-321.33366 orbital_gap_ev=11.17
O -0.73000 -1.29873 -1.66170 -0.132 0.228 0.554 -0.52
C -0.50313 -0.57995 -0.73813 0.168 -0.511 -0.296 0.76
C 0.50895 -0.68772 0.38923 0.082 -0.416 0.046 -0.39
N 0.48486 0.59356 1.08455 -0.051 0.337 -0.770 -0.42
C -0.29123 1.28161 0.36399 0.206 0.218 -0.025 0.37
O -1.10157 0.64714 -0.55721 0.445 0.201 -0.481 -0.49
H 0.32697 -1.57215 0.99215 0.077 -0.024 0.138 0.24
H 1.51360 -0.72179 -0.04597 -0.125 -0.474 0.036 0.25
H -0.20845 2.33804 0.17309 -0.670 0.441 0.798 0.20

***

(4)
18
Properties=species:S:1:pos:R:3:forces:R:3:nbo_charge:R:1 method="wB97M-V/def2-TZVPD" e_tot_ha=-584.65533 orbital_gap_ev=7.63 total_charge=+1
C 1.78227 0.07009 0.00518 1.607 0.119 1.407 -0.03
C 1.07280 1.25718 0.12718 -2.188 0.387 1.858 -0.23
C 1.09844 -1.13981 -0.19405 -0.649 -0.929 -0.532 -0.24
C -0.34120 1.17971 0.22640 0.557 0.420 -2.789 -0.02
C -0.28638 -1.20692 -0.30793 -0.275 -1.711 -0.689 -0.05
C -1.06826 -0.00955 -0.17488 0.989 -0.028 1.287 -0.23
C -2.44030 0.01759 -0.29575 -0.621 2.698 0.586 0.25
N -3.32840 -1.63843 2.58094 -0.161 1.961 -1.489 0.10
N -3.38443 -0.79041 1.87343 0.150 -1.935 2.238 -0.06
N -3.15392 -1.04168 -0.89475 -0.294 -1.807 -2.745 0.44
O -2.83147 -1.00783 -2.09185 -0.173 0.256 0.791 -0.29
O -3.95606 -1.77772 -0.41515 0.019 0.141 0.468 -0.24
H 2.90447 0.12284 0.30092 -1.975 -0.438 -1.160 0.27
H 1.53717 2.19431 0.47569 -0.080 -0.552 -0.702 0.26
H 1.63390 -2.08429 -0.30645 0.042 0.412 0.183 0.26
H -0.93001 2.08878 0.14175 0.155 0.164 0.876 0.24
H -0.79420 -2.24164 -0.52448 1.057 2.188 0.491 0.26
H -3.17742 0.90558 -0.15179 1.840 -1.346 -0.078 0.30

***

(5)
103
Properties=species:S:1:pos:R:3:forces:R:3:mulliken_charge:R:1 method="wB97M-V/def2-TZVPD" e_tot_ha=-6959.21004 orbital_gap_ev="4.60 / 4.60" total_charge=+4
Ir 0.31092 -0.94129 -1.80737 2.252 -0.813 0.210 3.23
C -4.59650 4.23959 -0.92169 0.010 0.093 -0.220 -1.80
C -3.53570 3.19201 -0.73242 -0.389 0.265 0.168 -0.05
C -3.09210 2.85142 0.51300 -0.291 -0.494 -0.150 -1.33
C -2.27208 1.65912 0.79569 0.641 0.975 -0.692 0.70
C -2.01248 0.24000 2.54918 0.109 0.285 -0.981 -3.08
N -1.25641 -0.97435 2.52290 0.806 -0.158 0.056 0.45
C -1.49165 -1.79998 3.72232 -0.370 0.043 -0.084 -0.97
C -0.91467 -3.19437 3.65297 0.094 0.107 0.034 -1.00
C 0.60679 -3.22820 3.46910 -0.314 -0.075 0.384 -0.71
N 0.93699 -3.35527 2.05456 0.081 0.056 -0.105 0.20
C 1.33222 -4.45493 1.51730 0.111 -0.075 0.065 -0.02
C 1.46349 -4.70603 0.11864 -0.048 0.297 -0.277 0.25
C 1.95572 -5.96772 -0.24275 -0.001 0.136 0.017 -0.74
C 2.10336 -6.37938 -1.56075 0.059 -0.029 -0.082 -0.24
C 2.68719 -7.70992 -1.92184 -0.146 -0.196 -0.235 -1.62
C 1.63936 -5.50524 -2.52437 -0.010 -0.087 0.089 -0.48
C 1.11818 -4.23434 -2.21832 -0.054 0.313 0.248 1.14
C 0.59892 -3.47964 -3.30753 0.059 -0.240 0.088 -0.06
N 0.19350 -2.25273 -3.31987 0.170 0.271 0.126 -0.14
C -0.24707 -1.70545 -4.61687 0.233 0.333 -0.244 -1.09
C 0.77334 -0.66071 -5.05653 -0.162 -0.114 0.119 -0.40
C 0.55751 0.68415 -4.36432 0.269 0.007 -0.380 -1.00
N -0.13582 0.57692 -3.06476 -0.058 0.144 -0.115 -0.03
C -1.06888 1.42719 -2.85734 -0.168 0.338 -0.171 -0.24
C -1.84556 1.67750 -1.66492 -0.120 -0.573 -0.194 0.55
C -2.92979 2.56035 -1.82087 0.341 -0.163 0.412 -0.59
C -1.48688 1.22372 -0.39145 0.145 0.261 0.379 0.58
O -0.37917 0.54676 -0.16136 0.081 -0.358 -0.265 -0.83
C 1.06912 -3.76099 -0.88012 -0.038 -0.511 -0.145 0.50
O 0.66236 -2.55800 -0.55063 -0.293 0.484 0.201 -1.88
H -5.00942 4.55402 0.03326 -0.009 0.016 -0.004 0.41
H -5.41143 3.84928 -1.53291 -0.022 -0.036 0.051 0.40
H -4.20997 5.11827 -1.44005 0.041 0.003 0.033 0.40
H -3.45287 3.42268 1.35475 -0.027 -0.045 0.034 0.41
H -2.40231 0.34490 3.55795 -0.078 -0.020 -0.056 1.01
H -1.28034 -1.48817 1.65187 -0.422 -0.023 0.037 0.33
H -2.56571 -1.89420 3.91855 0.021 0.015 0.038 0.48
H -1.05598 -1.27142 4.57406 -0.011 -0.007 -0.001 0.49
H -1.39659 -3.77672 2.86257 -0.005 -0.050 0.033 0.46
H -1.15881 -3.68555 4.59515 -0.003 -0.039 -0.018 0.40
H 1.02416 -4.08552 3.99467 0.139 0.023 -0.096 0.55
H 1.05711 -2.32204 3.87395 0.113 -0.043 -0.059 0.33
H 0.71909 -2.58988 1.41946 -0.019 0.016 0.040 -0.36
H 1.56576 -5.27151 2.19516 -0.032 0.014 0.038 0.54
H 2.23795 -6.65270 0.54940 0.019 0.006 0.023 0.49
H 3.12119 -8.21243 -1.06156 0.035 0.008 -0.006 0.40
H 3.44435 -7.61340 -2.69998 0.097 0.069 0.107 0.40
H 1.91752 -8.35991 -2.34385 -0.032 -0.023 0.112 0.37
H 1.67484 -5.81165 -3.56460 -0.029 0.018 -0.024 0.55
H 0.53096 -4.03135 -4.24309 -0.094 0.115 -0.055 0.42
H -1.24331 -1.27366 -4.51378 -0.018 -0.073 0.019 0.35
H -0.30952 -2.50156 -5.35707 -0.008 -0.101 0.137 0.60
H 0.70224 -0.51354 -6.13319 0.030 0.019 -0.004 0.47
H 1.77076 -1.05293 -4.84873 0.033 0.018 -0.080 0.27
H -0.01050 1.34233 -5.02167 -0.104 0.035 0.135 0.84
H 1.52151 1.16275 -4.19702 -0.078 0.076 0.001 0.09
H -1.31516 2.10164 -3.67654 0.088 -0.054 -0.071 0.54
H -3.23266 2.83574 -2.82638 0.032 0.073 -0.019 0.63
C 1.88642 0.32874 2.05999 -0.216 0.319 -0.165 -0.83
Ge 0.50928 1.57320 1.46972 -0.577 0.193 0.292 0.34
C 1.02065 3.25343 0.64693 -0.024 -0.766 0.235 0.84
C 0.03468 4.18508 0.31750 0.144 0.006 -0.136 -0.02
C 0.39187 5.39596 -0.25399 -0.117 -0.009 0.018 -0.88
C 1.73259 5.69078 -0.47660 -0.020 -0.036 0.037 -0.68
C 2.71676 4.77369 -0.13152 0.117 -0.029 0.006 -0.87
C 2.36749 3.55318 0.42980 -0.073 0.016 -0.102 -0.42
C -1.39826 1.62045 2.10391 0.836 -0.568 0.558 2.17
C -3.12710 0.47576 1.47644 -0.129 -0.730 1.127 0.73
C -4.33171 0.98423 2.20576 -0.286 0.360 -0.132 -1.72
C -4.29088 1.99771 3.07962 -0.073 -0.316 0.010 -0.66
C -3.13577 2.77575 3.57160 0.230 0.103 0.103 1.14
C -3.41433 3.68639 4.59569 0.024 -0.113 -0.101 -1.43
C -2.41202 4.38259 5.25319 0.052 0.058 -0.035 -0.97
C -1.09477 4.19813 4.87722 0.034 0.047 0.091 -1.19
C -0.79327 3.32056 3.84407 -0.045 0.041 -0.334 -0.85
C -1.77944 2.62343 3.16192 -0.221 0.230 0.091 0.89
H 2.53766 0.84500 2.76635 0.060 0.019 -0.043 0.59
H 2.47712 0.01190 1.19920 0.062 0.035 0.010 0.36
H 1.44530 -0.53151 2.55062 -0.134 0.056 -0.008 -0.12
H -1.01097 3.97772 0.51459 -0.007 0.076 0.045 0.32
H -0.37477 6.11503 -0.51044 0.031 0.055 0.012 0.52
H 2.01025 6.64519 -0.90338 0.004 0.002 -0.011 0.46
H 3.75994 5.01387 -0.28750 0.004 0.036 0.011 0.51
H 3.14260 2.84883 0.71121 0.032 0.020 0.005 0.51
H -3.33441 -0.36877 0.81983 -0.082 0.127 -0.133 0.61
H -5.26696 0.46044 2.05592 -0.045 0.113 -0.191 0.57
H -5.23283 2.26630 3.54364 0.019 -0.027 0.072 0.57
H -4.44536 3.83709 4.88980 -0.001 -0.051 0.052 0.50
H -2.65844 5.05730 6.06098 -0.024 0.037 -0.025 0.48
H -0.30394 4.74154 5.37575 0.021 -0.050 0.039 0.49
H 0.24680 3.19034 3.55341 0.039 0.088 0.044 0.45
Br 6.66268 -0.21401 -3.93079 -0.312 -0.015 0.202 0.02
C 5.01180 -0.37488 -3.07964 0.287 -0.029 -0.230 -0.30
C 4.55096 -1.62019 -2.65005 0.018 0.239 0.052 -0.82
C 3.29110 -1.70862 -2.10378 0.049 -0.376 0.087 -0.30
N 2.49239 -0.64235 -1.95041 -2.112 0.018 -0.290 0.48
C 2.96738 0.56795 -2.29389 -0.147 0.423 0.110 -0.84
C 4.20462 0.74408 -2.86639 0.129 -0.133 0.146 -0.71
H 5.16419 -2.50386 -2.75514 -0.030 -0.035 0.034 0.58
H 2.92234 -2.66332 -1.76165 -0.053 0.030 -0.141 0.43
H 2.33398 1.42141 -2.08440 -0.065 -0.034 -0.063 0.91
H 4.54736 1.73076 -3.14510 -0.052 0.041 0.049 0.59